A structure of composition C24H55AlCl2FN6O17S2. Source: the Open Molecules 2025 dataset; level of theory: ωB97M-V/def2-TZVPD.

Results
Calculated total energy = -125541.354 eV
LUMO = -3.05 eV
Spin multiplicity = 1
ΔE to the lowest compared entry with this formula, charge and spin = 99.8 kcal/mol
F_max = 3.90 eV/Å
Total charge = -1

Positions of all 108 atoms, in Å:
C -0.067722 -1.140018 -3.019336
C -0.798641 0.233067 -2.696159
O 0.074123 1.340381 -2.425549
C 1.179197 0.933739 -1.646906
C 1.756042 2.163090 -0.790275
N 1.158477 2.021130 0.551854
C 1.813443 1.972192 1.669677
N 1.017521 1.841815 2.866689
C 0.109015 0.641351 2.792038
C 0.117475 -0.291407 4.088477
N -0.535405 -1.587284 3.679050
N 3.246230 2.086618 1.824248
S 3.922706 3.636809 1.472821
C 4.017224 0.935288 1.331679
C 3.713383 -0.324505 2.288586
C 2.649222 -1.282503 1.595977
C 3.233569 -2.676588 1.099052
O 2.310528 -3.697580 1.550181
C 1.141710 -3.752530 0.713625
H 0.852522 -0.975582 -3.649254
H 0.247426 -1.611242 -2.032320
H -0.770837 -1.855136 -3.536507
H -1.422296 0.494898 -3.609202
H -1.546737 0.130123 -1.849330
H 0.893523 0.142816 -0.880485
H 2.004778 0.551826 -2.334774
H 1.323647 3.092645 -1.281310
H 2.871036 2.242992 -0.839217
H 0.123453 1.951243 0.602109
H 1.683454 1.646997 3.627400
H 0.270829 0.025995 1.854859
H -0.950324 1.049723 2.704538
H 1.138003 -0.483015 4.526300
H -0.607474 0.162004 4.837627
H -0.971247 -1.464274 2.750880
H 0.180825 -2.307836 3.540148
H 3.116966 4.268325 0.528921
H 5.132320 1.175196 1.507297
H 3.805439 0.611517 0.268974
H 4.662658 -0.920881 2.455740
H 3.358361 0.021366 3.308365
H 2.196415 -0.704991 0.724227
H 1.830512 -1.514082 2.342100
H 4.284276 -2.861099 1.457751
H 3.167243 -2.654943 -0.035910
H 0.415387 -4.453544 1.223972
H 0.605002 -2.765591 0.590317
H 1.378769 -4.127350 -0.331577
C 3.590418 -5.467759 -4.227434
C 2.457369 -4.735355 -4.872309
O 1.844711 -4.064885 -3.787197
C 2.839402 -3.837194 -2.895725
O 2.763171 -3.061074 -1.993080
O 3.940134 -4.589155 -3.162331
F 1.560556 -5.603507 -5.408016
H 3.288805 -6.436656 -3.820022
H 4.430404 -5.618484 -4.905031
H 2.764200 -4.005959 -5.626958
O -2.456662 3.074289 -1.883845
S -2.287841 3.693430 -0.558524
O -1.737957 2.697070 0.382027
O -3.594491 4.151935 -0.063777
O -1.365704 4.837650 -0.654377
Al 6.526522 0.369696 0.924006
C -0.287481 -3.877851 -7.306751
Cl -1.849681 -3.081676 -7.070783
Cl 1.039980 -2.711464 -7.276119
H -0.139368 -4.602763 -6.512123
H -0.291436 -4.381958 -8.270393
C -3.462559 1.269486 4.755809
C -2.882801 2.073280 5.877751
O -3.626602 3.290367 5.813887
C -4.803118 3.007963 5.197254
O -5.727022 3.764311 5.127553
O -4.797226 1.757170 4.668825
H -3.452448 0.198711 4.960838
H -2.958069 1.454126 3.801699
H -3.046205 1.606757 6.852878
H -1.815066 2.262361 5.749255
C -6.926857 3.324222 1.150812
O -7.357561 3.740995 0.081337
N -6.606257 2.022085 1.351816
N -6.734377 4.130547 2.225229
H -6.252457 1.661545 2.218609
H -6.734034 1.393635 0.577800
H -6.959775 5.102824 2.113915
H -6.383189 3.809760 3.110220
O -7.599980 3.128318 -2.614490
H -7.380338 3.455871 -1.722892
H -7.409901 3.874356 -3.191046
O -2.366950 -0.989733 0.742042
H -2.676581 -0.962308 -0.168516
C -4.202703 0.581488 8.918501
O -3.702248 -0.106257 7.891766
H -3.951742 0.218937 9.938427
H -3.912073 1.655143 8.995047
H -5.310058 0.656664 8.981417
C 3.986738 0.945066 -5.971349
C 3.821715 -0.576362 -5.781361
C 4.775322 -1.044567 -4.657811
O 4.181344 -1.186799 -6.919077
H 5.009867 1.217629 -6.248924
H 3.314437 1.322327 -6.746412
H 3.745723 1.479580 -5.040799
H 2.793904 -0.723702 -5.388000
H 5.823766 -0.836658 -4.892936
H 4.676886 -2.120080 -4.474894
H 4.541412 -0.528554 -3.712791

Forces on the atoms, in the same order (eV/Å):
-0.008 0.297 0.946
-1.477 -0.980 -1.062
0.729 -0.648 0.640
0.996 0.148 0.180
-1.481 -0.080 -1.982
1.835 0.333 0.196
-2.039 0.131 2.312
3.096 -1.625 -1.725
-2.160 -0.056 0.305
-1.315 0.001 -0.940
1.012 0.470 -0.358
-0.783 0.254 -1.239
-0.030 1.025 -0.119
-0.816 -1.614 1.499
-0.211 -0.093 -0.737
0.288 0.340 0.434
-1.661 0.686 -0.954
0.688 0.545 -0.548
-0.891 -0.470 -0.381
-1.021 -0.229 0.476
-0.264 0.319 -1.350
0.734 0.884 0.515
0.937 0.096 1.152
1.018 0.016 -0.714
0.297 0.627 -1.003
-0.828 0.238 0.981
0.426 -0.946 0.751
-1.054 -0.264 0.564
-0.346 0.490 -0.308
-0.353 0.558 -0.306
0.007 0.744 1.100
1.247 -0.690 -0.107
-0.952 0.355 -0.352
1.405 -0.312 -0.567
-0.201 -0.108 0.511
-0.342 0.281 0.143
0.366 -1.025 0.419
-2.454 1.159 0.221
0.592 0.566 0.741
-0.712 0.553 -0.091
0.614 -0.204 -1.273
0.354 -0.877 1.062
0.924 0.265 -0.958
-1.152 -0.087 -0.132
0.706 -0.183 1.437
0.909 0.755 -0.623
0.641 -0.760 0.290
-0.172 0.367 1.317
0.675 -0.550 -0.148
-0.328 -0.078 -0.553
0.661 0.104 0.171
0.034 0.445 0.379
0.072 -0.247 -0.317
-0.497 0.306 0.152
-0.098 -0.044 -0.037
-0.187 0.098 -0.057
0.042 0.209 0.166
-0.147 -0.052 -0.037
0.376 0.031 0.126
-0.488 0.040 -0.307
0.600 -0.663 0.353
0.320 0.113 0.279
-0.029 -0.001 -0.162
1.518 -0.998 -0.783
0.098 -0.066 -0.034
-0.113 -0.074 0.002
0.114 -0.093 -0.040
-0.084 0.175 -0.035
-0.040 0.165 0.054
0.486 -0.833 -0.381
0.645 -0.180 0.628
-0.701 0.059 -0.437
0.106 0.038 0.134
0.160 -0.151 -0.077
-0.155 0.730 0.178
-0.228 0.108 0.063
-0.130 0.062 -0.015
-0.066 -0.179 -0.156
-0.125 0.258 -0.064
0.255 0.126 0.162
-0.123 0.140 0.003
-0.143 -0.500 -0.219
-0.190 0.283 -0.038
0.070 0.099 0.022
0.104 0.088 0.058
0.085 -0.110 -0.022
-0.022 0.014 0.114
0.015 0.229 -0.141
-0.113 -0.244 0.121
0.038 -0.104 -0.005
0.583 0.018 0.368
-0.101 0.075 -0.085
-0.553 -0.011 1.183
0.158 0.164 -0.282
0.402 -0.276 -0.055
0.226 0.232 -0.393
-0.184 -0.034 -0.509
-0.249 0.504 0.651
1.420 0.683 -0.687
0.017 0.065 0.800
-0.707 -0.827 -0.076
-0.020 -0.275 -0.046
0.040 -0.196 0.018
-0.049 0.125 0.013
-0.336 -0.327 -0.141
-0.145 0.004 -0.251
-0.018 0.047 -0.141
-0.044 0.023 0.170

These are the Mulliken partial charges, in e, on atoms 1 to 99: C -0.23; C -0.12; O -0.40; C 0.17; C -0.84; N 0.61; C -0.41; N -0.12; C 0.54; C -0.50; N -0.66; N 0.00; S -0.18; C 0.17; C -1.10; C 2.15; C 0.04; O -0.49; C -0.16; H -0.08; H -0.06; H 0.44; H 0.40; H -0.01; H -0.02; H -0.12; H 0.32; H 0.56; H 0.14; H 0.49; H -0.42; H 0.04; H 0.40; H 0.11; H 0.29; H 0.33; H 0.22; H 0.42; H 0.22; H 0.58; H 0.20; H -1.08; H -0.83; H 0.23; H 0.11; H 0.32; H 0.03; H 0.04; C -0.56; C 0.32; O -0.14; C 0.40; O -0.49; O -0.36; F -0.36; H 0.33; H 0.32; H 0.33; O -0.52; S 1.08; O -0.59; O -0.46; O -0.61; Al 0.39; C -0.16; Cl -0.18; Cl -0.08; H 0.08; H 0.37; C -0.15; C 0.27; O -0.38; C 0.60; O -0.65; O -0.35; H 0.34; H 0.21; H -0.25; H 0.31; C 0.72; O -0.83; N -0.33; N -0.29; H 0.16; H 0.18; H 0.16; H 0.17; O -0.65; H 0.47; H 0.30; O -0.69; H 0.16; C -0.61; O -0.61; H 0.28; H 0.20; H 0.20; C -1.51; C 1.45

The ion C6H13N2P with charge +2. Source: the Open Molecules 2025 dataset; level of theory: ωB97M-V/def2-TZVPD.

Results
Calculated total energy = -18680.841 eV
LUMO = -8.47 eV
Spin multiplicity = 1
ΔE to the lowest compared entry with this formula, charge and spin = 29.6 kcal/mol
F_max = 6.55 eV/Å
Total charge = +2

Positions of all 22 atoms, in Å:
C -0.975700 -0.487719 -1.375015
C 0.200734 -1.166787 -1.263184
C -1.678912 0.128364 -0.194528
C -0.813656 -0.015958 0.899651
C -2.918399 0.703810 -0.492620
C 2.432480 -0.198233 0.406873
N -3.399465 1.701662 0.424627
N 3.564745 -1.258760 0.048902
P 0.609024 -0.958213 0.476214
H -1.627344 -0.615464 -2.299638
H 0.629538 -1.950533 -1.852078
H -3.509185 -0.216069 -0.476813
H -2.832489 0.892187 -1.601235
H 2.473227 0.017317 1.480204
H 2.511609 0.749694 -0.205543
H -0.758129 0.225850 1.996995
H -3.040561 2.074699 1.310791
H -4.390173 1.843946 0.136521
H 3.646725 -1.921394 0.930906
H 4.419745 -0.795787 -0.036789
H 3.297769 -1.821681 -0.689530
H 0.592621 -2.254327 1.002604

Forces on the atoms, in the same order (eV/Å):
-0.754 -2.318 -2.128
-1.734 0.932 1.607
6.009 -1.468 1.125
-0.116 0.761 1.583
-0.504 1.294 1.015
-0.939 -0.593 0.974
-2.099 -0.253 -2.097
-3.196 0.154 5.710
0.334 0.185 -3.318
1.147 0.394 0.999
0.034 0.168 -0.820
-0.823 -0.437 -0.087
-0.603 0.903 0.944
1.150 0.366 -0.256
-0.216 -1.374 0.489
-1.178 0.334 -1.379
-0.126 -0.766 -1.034
1.217 0.578 1.414
0.068 1.450 -2.112
2.047 0.928 -0.660
-0.246 -1.337 -2.478
0.528 0.099 0.508

Formally, the natural (NBO) partial charges of the atoms, in units of the elementary charge, are as follows: C -0.11; C -0.55; C 0.17; C -0.64; C -0.29; C -0.47; N -0.85; N -0.66; P 1.17; H 0.27; H 0.28; H 0.28; H 0.25; H 0.26; H 0.31; H 0.29; H 0.43; H 0.41; H 0.47; H 0.46; H 0.44; H 0.08

A structure of composition C4H9NO. Source: the Open Molecules 2025 dataset; level of theory: ωB97M-V/def2-TZVPD.

Results
Calculated total energy = -7825.882 eV
LUMO = 0.13 eV
Spin multiplicity = 1
ΔE to the lowest compared entry with this formula, charge and spin = 148.5 kcal/mol
F_max = 5.97 eV/Å

Positions of all 15 atoms, in Å:
C 0.264931 0.617741 1.737742
N -0.053219 -0.106043 0.521765
C 1.051725 -0.991328 0.031104
C -1.209522 0.202108 -0.234720
C -1.083556 0.391612 -1.642810
O -0.269331 -0.329445 -2.444416
H 0.063311 0.070165 2.642078
H 1.294045 0.980119 1.701930
H -0.347251 1.530350 1.729912
H 1.473226 -1.424450 0.943837
H 1.792104 -0.440753 -0.575156
H 0.648199 -1.808979 -0.565606
H -2.131501 -0.301330 0.106303
H 0.210311 0.466741 -1.816979
H -1.703472 1.143492 -2.134984

Forces on the atoms, in the same order (eV/Å):
-0.840 1.006 -1.156
0.747 -1.768 -0.531
-1.208 0.544 0.626
1.914 -0.606 -1.759
-5.146 -0.133 3.019
3.088 2.487 0.952
0.087 -0.358 0.515
0.173 -0.216 0.145
0.039 -0.209 0.277
0.447 0.068 -0.350
0.084 -0.255 0.376
0.022 0.145 -0.007
-0.452 1.947 0.250
1.875 -1.816 -2.152
-0.830 -0.836 -0.205

Formally, the natural (NBO) partial charges of the atoms, in units of the elementary charge, are as follows: C -0.40; N -0.50; C -0.42; C -0.14; C 0.00; O -0.61; H 0.18; H 0.19; H 0.21; H 0.20; H 0.17; H 0.22; H 0.23; H 0.51; H 0.18

A structure of composition C8H2As3CrF24O10S2. Source: the Open Molecules 2025 dataset; level of theory: ωB97M-V/def2-TZVPD.

Results
Calculated total energy = -326640.643 eV
LUMO (alpha / beta) = 4.66 / 2.72 eV
Spin multiplicity = 5
F_max = 5.84 eV/Å
Total charge = -3

Positions of all 50 atoms, in Å:
Cr -3.243242 15.872806 -9.952214
C 1.001863 15.175459 -9.620224
C -0.323531 15.360247 -10.089486
C -0.705867 16.219490 -11.359443
O -1.934143 16.301741 -11.507311
C 0.404212 16.753836 -12.104768
C 1.705460 16.643709 -11.693288
C 2.034976 15.804390 -10.406039
O 3.266833 15.506877 -10.014975
O 2.596908 17.240068 -12.496644
O -1.416179 14.997874 -9.506903
H 1.075069 14.585381 -8.718647
H 0.164193 17.219195 -13.049347
As -4.246313 13.398280 -7.103279
F -2.731274 12.495031 -7.109636
F -3.652372 14.558164 -8.391629
F -5.884265 14.280164 -7.088789
F -4.744670 12.329612 -5.759344
F -3.657430 14.647423 -5.875304
F -4.847478 12.274338 -8.342421
As -4.387311 13.576690 -12.742114
F -4.077540 14.645264 -11.286746
F -2.876967 12.780220 -12.293661
F -4.534377 12.480324 -14.179823
F -5.971997 14.424758 -13.142811
F -3.434714 14.720541 -13.707062
F -5.244352 12.414063 -11.756450
As -4.130793 19.377344 -11.059178
F -3.164202 19.565274 -12.524796
F -5.671232 19.550089 -11.964245
F -4.966660 19.136071 -9.515664
F -2.677132 19.146784 -10.107895
F -3.994790 21.116796 -10.890191
F -4.107909 17.557365 -11.263446
C -2.173406 18.788610 -6.512676
F -1.172876 19.512638 -6.047428
F -2.809271 18.300355 -5.470432
F -2.999555 19.508067 -7.297239
S -1.385442 17.392117 -7.595384
O -0.893925 16.403452 -6.629424
O -2.599906 17.054095 -8.460681
O -0.291973 17.932991 -8.349871
C -7.441233 17.120866 -8.372752
F -7.445052 18.395701 -8.870700
F -6.814025 17.053936 -7.175042
F -8.776198 16.660757 -8.186182
S -6.613542 16.146847 -9.798248
O -7.137885 14.746802 -9.649201
O -6.994926 16.762254 -11.050832
O -5.137132 16.153757 -9.657972

Forces on the atoms, in the same order (eV/Å):
0.867 -0.505 1.135
-1.802 0.825 -1.702
-3.163 1.101 -0.234
1.380 -1.242 2.123
0.671 0.911 -0.720
-3.398 -0.541 -0.207
4.379 1.835 -2.385
5.108 -1.976 2.041
-4.571 1.875 -2.226
-2.621 -2.730 3.887
2.200 -0.095 -0.764
0.763 0.156 0.020
0.244 0.284 0.006
-1.689 0.750 1.443
-0.625 1.158 -0.155
-0.179 -0.970 0.533
2.657 -1.458 0.040
0.024 0.874 -1.017
-0.601 -1.903 -1.803
0.502 1.276 1.159
-0.766 -0.746 -1.755
-0.186 -0.395 -0.422
-0.671 0.404 -0.270
0.006 1.188 1.304
2.739 -1.185 0.697
-1.057 -0.719 0.758
0.440 1.062 -0.550
-0.090 -0.656 0.212
-0.660 -0.472 0.497
1.718 -0.294 0.963
0.021 0.541 -1.308
-0.003 0.425 -0.758
-0.454 -0.435 0.303
-0.034 1.862 -0.684
0.165 -1.345 -2.219
0.426 0.962 0.074
-0.634 -0.164 0.169
0.640 -0.119 1.125
-0.420 -1.442 0.795
-1.547 0.894 -0.930
0.931 0.038 0.942
-0.145 0.861 -0.668
-0.208 0.018 -0.546
-0.696 -1.243 1.596
-0.922 0.339 -1.545
2.647 1.226 -0.382
-1.440 -5.082 -2.199
0.983 3.442 0.367
-0.213 0.604 1.443
-0.716 0.804 1.816

Formally, the natural (NBO) partial charges of the atoms, in units of the elementary charge, are as follows: Cr 1.62; C -0.23; C 0.41; C 0.47; O -0.55; C -0.25; C 0.35; C 0.39; O -0.54; O -0.55; O -0.58; H 0.26; H 0.24; As 2.80; F -0.61; F -0.60; F -0.61; F -0.63; F -0.61; F -0.60; As 2.80; F -0.59; F -0.63; F -0.64; F -0.59; F -0.61; F -0.59; As 2.82; F -0.63; F -0.61; F -0.62; F -0.63; F -0.63; F -0.62; C 0.76; F -0.33; F -0.31; F -0.30; S 2.29; O -0.94; O -0.93; O -0.96; C 0.75; F -0.31; F -0.30; F -0.35; S 2.30; O -0.94; O -0.92; O -0.94

The lowest F_max belongs to which entry?
C24H55AlCl2FN6O17S2